Entry 1:
Formula: C16H43ClO6Si2Tm
Source: OMol25
Level of theory: the ωB97M-V functional and the def2-TZVPD basis

```
69
Properties=species:S:1:pos:R:3
H -2.60790 -2.31891 -1.08446
H 1.58780 -5.14438 -3.79873
H -0.18494 -5.05083 -3.87357
H -4.63885 -4.03394 -6.04308
Cl 0.65440 1.08452 -0.73197
H 0.52747 -2.14134 5.32658
Si 0.57863 -5.01496 -1.51061
H -3.74294 -3.95138 -3.83798
H -1.69282 0.03695 -3.15971
H -4.31693 -2.56540 -1.52222
H -4.20496 -2.33636 -5.85043
H 0.59772 -6.57162 -3.39839
H -2.67403 -1.95597 -3.43670
C -0.59932 -2.48177 1.51411
O 1.77181 0.15867 -1.14849
H 2.50672 -0.87432 1.41284
H -1.82175 -4.55420 -2.05046
C -0.74800 -1.24341 -5.63419
H -3.13846 -3.44203 -6.78498
C -2.76078 0.10883 -2.93665
H 1.29629 0.26268 2.14155
O -2.17493 -2.67390 -4.18854
H -4.58960 0.83751 -3.82732
H 2.73609 -3.56559 2.34637
H -4.59567 -1.25614 0.34079
H 1.33107 -4.56774 2.79251
H -1.52250 -1.89499 1.66864
H -4.50997 0.05939 -0.83464
C -0.86448 -2.53626 -4.86380
C -3.95108 -0.77880 -0.40840
H 1.98976 -3.04453 -2.05024
C 1.33164 -6.33586 -0.40758
C 1.78762 -0.71181 2.26871
H -0.17867 -0.66765 4.62394
O -3.25484 -1.27596 -2.76925
O 0.22427 1.86010 -1.83816
O 1.04771 1.80507 0.43475
H -2.86866 0.58783 -1.96324
C -3.50970 0.81718 -4.04111
H 2.46457 -0.63719 3.13412
C 0.66229 -5.47757 -3.32129
C -3.05221 -3.74839 -4.66739
H 0.77378 -7.27542 -0.47818
H -1.67904 -4.95556 -0.32456
C -3.79658 -3.35075 -5.91266
H 2.39525 -3.88549 -0.55860
H -3.16296 1.85891 -4.08651
Si 0.67997 -2.16835 2.83530
C -1.28782 -5.17479 -1.32178
H -1.53533 -6.22627 -1.55490
C -0.07326 -1.75306 4.49272
H -1.65209 -1.05059 -6.21557
C 1.52442 -3.45268 -1.11692
H -0.76246 -3.40752 -5.52782
H 2.22629 -3.66174 4.03971
H -1.07395 -2.20087 4.55284
H -0.10968 -2.61995 -4.07350
C 1.85658 -3.62728 3.00442
H -3.07339 -0.39880 0.12628
H -2.40304 -4.62491 -4.79572
O -0.48425 0.10225 -0.33236
H -0.91634 -3.53272 1.46050
H -0.53460 -0.39493 -4.97312
H 0.08969 -1.31622 -6.33676
Tm 0.91651 -1.68307 -0.02819
C -3.52675 -1.82006 -1.41250
H 2.37011 -6.53694 -0.70646
H -3.34419 0.36427 -5.02994
H 1.33448 -6.02543 0.64651
```

Computed properties:
* spin multiplicity: 3
* expectation value of S²: 2.002
* frontier orbital gap (alpha / beta): 0.312 / 0.311 Eh
* HOMO (alpha / beta): -10.8433 / -10.8103 eV
* charge: +1
* LUMO level (alpha / beta): -0.0869 / -0.0863 Ha
* relative energy (zero: lowest compared OMol25 entry of this formula, charge and spin): 52.32 kJ/mol

=====

Entry 2:
Formula: C23H22ClN2OPPdS4
Source: OMol25
Level of theory: the ωB97M-V functional and the def2-TZVPD basis

```
55
Properties=species:S:1:pos:R:3
C -0.58829 -3.26750 1.77908
H 3.41997 0.35262 -0.87993
H -5.04897 0.13387 2.32187
C -0.03674 0.45299 -1.51962
H 2.84358 -2.38098 2.12320
C 1.49620 1.04597 -3.28326
C 0.67492 2.95521 1.01669
H -2.62493 0.54959 2.20794
C 0.30257 -1.05685 -3.37271
C 0.88844 1.35487 -2.08358
C -3.19463 0.41119 1.29649
C -1.38504 4.76700 0.73148
N 2.89797 -1.37462 1.99826
S -0.41929 -1.63784 2.19648
H 4.33381 0.09503 1.61646
N 3.19309 -0.62650 -0.73391
C -2.56311 0.46390 0.04709
H 1.85392 4.58759 1.73709
C 0.10548 -3.91712 0.74314
H -5.23569 -0.09723 -1.95278
S 1.26071 -3.17200 -0.24954
C -1.39227 -5.77240 1.84669
Cl 2.00658 1.83354 1.22061
C -4.65795 0.03601 -1.04805
H 2.18044 1.74949 -3.73877
H -1.01228 -1.46612 -1.73145
H -2.54840 3.11369 0.02121
H 3.06409 -1.03065 -1.65734
Pd 1.31924 -0.84302 0.52484
H 1.66863 -0.38003 -4.87819
C -5.28209 -0.01534 0.19177
C 0.89208 4.27309 1.35596
H 0.07643 -1.98446 -3.88121
H 1.09175 2.30097 -1.59689
H -2.19238 5.47758 0.62094
C 1.20025 -0.15481 -3.92857
P -0.82612 0.81444 0.03555
S -1.69487 -4.22584 2.69904
C 4.28944 -1.31329 -0.01259
C -0.15093 5.18109 1.21071
C -1.58475 3.43865 0.39292
H 0.00751 6.21647 1.47991
H 5.02744 -1.47559 1.99447
H 4.16416 -2.38574 -0.15954
H 2.72500 -0.95405 2.90525
H 5.26728 -1.03568 -0.40579
C -4.55396 0.17372 1.36108
C -3.29601 0.27017 -1.13067
C -0.54624 2.51317 0.52258
H -2.81964 0.33356 -2.09932
O -1.95758 -6.78145 2.08812
C 4.21623 -0.97836 1.46206
H -6.34681 -0.20035 0.24777
S -0.20082 -5.59898 0.51200
C -0.30741 -0.76865 -2.16504
```

Computed properties:
* spin multiplicity: 5
* expectation value of S²: 6.029
* frontier orbital gap (alpha / beta): 0.281 / 0.210 Eh
* HOMO (alpha / beta): -13.1587 / -14.4148 eV
* charge: +2
* LUMO level (alpha / beta): -0.2025 / -0.3201 Ha
* relative energy (zero: lowest compared OMol25 entry of this formula, charge and spin): 3.31 kJ/mol

=====

Entry 3:
Formula: C19H30N5O7Ru
Source: OMol25
Level of theory: the ωB97M-V functional and the def2-TZVPD basis

```
62
Properties=species:S:1:pos:R:3
N -3.56458 0.58416 -2.17066
C 1.71612 -4.21774 -2.49726
C -2.62638 0.00826 -1.42826
H -0.58148 -5.98154 -1.91536
H 1.88582 -3.19084 -2.81346
N 0.95062 1.85576 -0.46666
H 0.43152 -0.35854 5.25984
H 4.38672 -0.74004 3.36854
H 1.00102 -6.24824 -1.18306
N 0.65312 -0.44754 4.27424
H -1.97338 0.47796 3.85014
C 0.65232 5.16776 -1.15446
H 3.33982 5.49836 -1.21646
O 2.77282 -0.35214 5.96354
C 1.84492 4.75476 1.03184
C 1.94062 -0.57104 3.81994
C 3.07612 -0.50584 4.80794
H 0.88932 4.67466 1.54314
H -2.02718 -3.84734 -0.76706
Ru 0.32562 -0.27884 -0.16466
O 2.40022 -1.04594 0.22484
H -2.06638 -0.37244 2.28674
C -3.36048 1.91796 -2.70046
N 0.58172 -4.26224 -1.59926
O 4.28452 -0.59844 4.35184
C -2.82738 -1.45624 -1.00126
H 3.85602 3.90336 -0.66646
H 0.48242 4.81376 -2.16896
C -0.02468 -3.13414 -1.26146
H -3.77028 -1.56604 -0.44526
C -4.86128 -0.00134 -2.42406
C 1.83932 -0.67814 2.45214
O -1.76878 -1.87184 -0.14336
H -0.97158 -3.54674 0.65354
N 0.51522 -0.61334 2.10374
H 1.00722 6.19416 -1.21006
H -0.28948 5.16136 -0.61076
C 1.30502 2.95186 -0.46186
H -4.01948 2.63166 -2.20316
H -5.36728 0.57986 -3.19256
C -1.26478 -3.18334 -0.34136
H -2.05468 -1.27594 3.81714
C 1.72022 4.32306 -0.43756
O 4.05562 -0.92504 1.72604
O 0.34162 -2.01874 -1.67306
C 0.14122 -5.57894 -1.19966
H -3.58498 1.91916 -3.76936
H 1.52422 -4.84614 -3.36756
O -1.60228 0.61926 -1.08526
H -4.78268 -1.03194 -2.76596
C -1.65518 -0.40434 3.29684
H -2.86548 -2.06814 -1.91066
H -5.47668 0.02356 -1.52086
C -0.18278 -0.47664 3.22584
C 2.88642 -0.89314 1.37424
H -2.32688 2.21916 -2.54706
H 2.60802 -4.58844 -1.99216
H 2.16242 5.79266 1.06084
H 2.57752 4.15516 1.56434
C 3.06422 4.44696 -1.17526
H -0.30928 -5.57414 -0.21006
H 2.98622 4.07706 -2.19516
```

Computed properties:
* spin multiplicity: 2
* expectation value of S²: 1.080
* frontier orbital gap (alpha / beta): 0.219 / 0.235 Eh
* HOMO (alpha / beta): -14.9830 / -14.9875 eV
* charge: +2
* LUMO level (alpha / beta): -0.3314 / -0.3162 Ha
* relative energy (zero: lowest compared OMol25 entry of this formula, charge and spin): 179.75 kJ/mol

=====

Entry 4:
Formula: CH2N4O
Source: OMol25
Level of theory: the ωB97M-V functional and the def2-TZVPD basis

```
8
Properties=species:S:1:pos:R:3
C 0.02828 0.05753 -0.01034
N 1.42786 -0.00980 -0.06071
H 1.64303 -0.92112 -0.21000
H 1.98005 0.83296 0.48825
N -0.69641 1.15854 -0.14559
N -1.84364 -0.67580 0.01034
N -0.69842 -1.03765 -0.07746
O -1.84075 0.59534 0.00549
```

Computed properties:
* frontier orbital gap: 0.391 Eh
* HOMO: -9.8280 eV
* charge: 0
* LUMO level: 0.0296 Ha
* relative energy (zero: lowest compared OMol25 entry of this formula, charge and spin): 295.56 kJ/mol
* SMILES: Nc1nnon1

=====

Entry 5:
Formula: C2H6LiOSSbSe4
Source: OMol25
Level of theory: the ωB97M-V functional and the def2-TZVPD basis

```
16
Properties=species:S:1:pos:R:3
O 0.62745 -0.06376 -0.53943
S 1.73479 0.85997 -0.12429
C 0.93656 2.10773 0.90673
Se -1.10138 -3.32890 -1.44615
H 3.34333 0.66741 1.63041
Sb -3.23655 -2.16481 -1.34820
Se -2.80036 0.33031 -2.05924
H 0.36415 1.61352 1.68961
H 3.07552 -0.88133 0.78582
H 1.69658 2.76456 1.32977
H 1.86943 -0.30432 1.96295
Se -4.82838 -2.18465 0.43060
C 2.59440 -0.00236 1.20890
Se -3.83562 -1.15719 -3.59337
H 0.27137 2.68514 0.26777
Li -0.71130 -0.94132 -1.10187
```

Computed properties:
* frontier orbital gap: 0.253 Eh
* HOMO: -7.8195 eV
* charge: 0
* LUMO level: -0.0345 Ha

=====

Entry 6:
Formula: C3H4HgO3
Source: OMol25
Level of theory: the ωB97M-V functional and the def2-TZVPD basis

```
11
Properties=species:S:1:pos:R:3
O 0.00814 1.86788 1.67811
H -0.00373 0.00199 -1.98505
H -1.27650 -0.33557 0.00290
C 1.02352 -0.82331 -0.33163
H 0.37568 -1.84475 -2.01752
Hg -1.92345 2.01894 1.91593
O 1.05200 0.35551 0.43545
O -1.21688 0.40939 0.67927
H 1.60272 -1.61758 0.13727
C 0.36413 -0.89474 -1.48338
C -0.00564 0.86224 0.96866
```

Computed properties:
* frontier orbital gap: 0.213 Eh
* HOMO: -19.1550 eV
* charge: +2
* LUMO level: -0.4910 Ha
* relative energy (zero: lowest compared OMol25 entry of this formula, charge and spin): 0.00 kJ/mol